Arrangement w

Entry from the Open Molecules 2025 dataset: a single C10H16N2O5 molecule (ωB97M-V/def2-TZVPD).

Calculated values
LUMO = 0.021 Ha
SMILES = N[C@@H](CCC(=O)O)C(=O)N1CCC[C@H]1C(=O)O
HOMO level = -9.36 eV

Last column: Löwdin charge in e.
Geometry (Å):
1 N 1.07 -1.76 -0.62  0.0647
2 C 1.05 -0.42 -0.02  -0.3002
3 C 2.30 0.44 -0.28  -0.1487
4 C 3.56 -0.20 0.30  -0.1057
5 C 4.81 0.63 0.06  -0.5299
6 O 5.76 0.29 -0.60  0.1087
7 O 4.72 1.83 0.66  0.0991
8 C -0.19 0.33 -0.55  -0.4003
9 O -0.09 1.39 -1.16  0.0758
10 N -1.40 -0.23 -0.30  -0.0106
11 C -1.70 -1.39 0.53  -0.1285
12 C -3.20 -1.24 0.81  -0.1509
13 C -3.72 -0.52 -0.44  -0.1046
14 C -2.58 0.46 -0.78  -0.1905
15 C -2.81 1.81 -0.09  -0.4844
16 O -3.50 2.68 -0.57  0.1056
17 O -2.24 1.90 1.12  0.1223
18 H 1.32 -1.73 -1.60  0.0923
19 H 1.80 -2.31 -0.18  0.0740
20 H 0.92 -0.55 1.08  0.1516
21 H 2.41 0.56 -1.35  0.1261
22 H 2.18 1.44 0.13  0.1241
23 H 3.73 -1.20 -0.12  0.1164
24 H 3.46 -0.32 1.41  0.1414
25 H 5.51 2.33 0.42  0.1294
26 H -1.10 -1.40 1.45  0.1229
27 H -1.48 -2.29 -0.04  0.1100
28 H -3.72 -2.17 1.01  0.1097
29 H -3.35 -0.63 1.69  0.1048
30 H -4.70 0.01 -0.31  0.1366
31 H -3.83 -1.23 -1.28  0.1238
32 H -2.52 0.67 -1.85  0.1638
33 H -2.46 2.80 1.46  0.1513

---

Arrangement x

Entry from the Open Molecules 2025 dataset: a single C10H16N2O5 molecule (ωB97M-V/def2-TZVPD).

Calculated values
LUMO = 0.005 Ha
SMILES = O=C(O)CC[C@H](NC(=O)[C@@H]1CCCN1)C(=O)O
HOMO level = -9.02 eV

Last column: Löwdin charge in e.
Geometry (Å):
1 O 3.69 -0.43 -4.48  0.0008
2 C 3.16 -0.75 -3.34  -0.3365
3 O 3.88 -1.71 -2.53  0.0119
4 C 1.84 -0.01 -2.81  -0.1281
5 C 1.45 -0.51 -1.38  -0.1342
6 C 0.01 0.21 -0.92  -0.2303
7 N -0.16 0.22 0.50  0.0357
8 C -0.78 1.25 1.11  -0.4202
9 O -1.57 2.07 0.59  0.0470
10 C -0.61 1.03 2.70  -0.2241
11 C -0.98 -0.46 3.03  -0.1495
12 C -1.84 -0.60 4.43  -0.1102
13 C -2.56 0.76 4.14  -0.3097
14 N -1.61 1.65 3.68  -0.0590
15 C -1.05 -0.74 -1.46  -0.3832
16 O -0.90 -1.62 -2.38  0.0563
17 O -2.24 -0.19 -1.15  0.1395
18 H 4.77 -1.52 -2.96  0.1270
19 H 1.05 -0.16 -3.61  0.1332
20 H 1.92 1.12 -3.00  0.1445
21 H 1.19 -1.70 -1.46  0.1502
22 H 2.49 -0.46 -0.58  0.1841
23 H 0.23 1.16 -1.44  0.1566
24 H 0.88 0.06 1.06  0.2372
25 H 0.49 1.39 2.92  0.1558
26 H 0.05 -1.09 2.91  0.1283
27 H -1.49 -0.85 2.04  0.1320
28 H -2.27 -1.56 4.39  0.0695
29 H -1.35 -0.64 5.46  0.1159
30 H -3.37 0.62 3.51  0.0723
31 H -3.08 1.00 5.25  0.1655
32 H -1.75 2.69 3.38  0.1712
33 H -2.12 0.63 -0.72  0.0503

---

Which is less stable than every other structure shown? arrangement x is.